Entry 1:
DFT (ωB97M-V/def2-TZVPD) results for a 15-piece molecular cluster, C23H71N28O14 overall in a non-equilibrium geometry.

The calculation puts the strongest force on any atom at 9.00 eV/Å. As for the LUMO energy: -2.8 eV. The calculation puts the HOMO-LUMO gap at 7.75 eV. The calculation puts the energy above the lowest of the compared OMol25 structures with the same formula, charge and spin at 1004.53 kJ/mol. The calculation puts the total energy at -3505.4101 Eh.

```
! wB97M-V def2-TZVPD RIJCOSX def2/J DEFGRID3
* xyz 1 1
O -5.13 6.60 -6.95
O 3.60 -7.60 -3.79
O -3.87 -2.04 4.53
O -4.56 0.66 -3.38
O 7.17 -7.78 5.66
O -7.86 2.37 2.07
O 4.70 -1.96 5.33
O 0.50 1.64 -8.66
O -4.48 9.19 4.49
O 5.28 -1.20 -7.16
O 0.48 -8.01 7.36
O -1.18 -6.53 1.98
O 1.93 7.75 2.12
O -1.38 9.69 -3.60
N -7.69 4.47 2.06
N 2.55 7.50 0.04
N -5.98 -2.20 4.81
N 1.14 -0.33 -1.03
N -3.37 -0.96 -4.51
N -0.01 1.48 -0.23
N 7.34 -9.51 4.38
N -8.97 3.56 0.47
N 2.01 -9.10 -3.55
N -3.18 -7.44 1.25
N -1.35 -8.49 0.97
N 2.05 3.21 -8.51
N -0.11 3.69 -8.33
N -5.75 4.48 -6.43
N 3.91 -9.53 -2.74
N -4.62 -1.55 -2.91
N 3.67 -2.69 -7.03
N 3.55 6.43 1.53
N 6.10 -7.86 3.74
N -2.82 8.89 2.90
N -2.55 8.21 4.96
N 0.49 -5.81 7.05
N -4.22 5.54 -5.24
N 5.45 -2.96 -5.91
N -0.59 11.61 -4.34
N -4.75 -3.94 5.29
N 0.17 -6.59 8.95
N -2.75 11.27 -4.52
C -4.22 -0.53 -3.59
C 6.15 -1.57 5.40
C 2.67 7.27 1.28
C 4.77 0.34 4.77
C -1.03 2.22 0.51
C -4.82 -2.73 4.81
C 0.80 2.82 -8.53
C 0.60 1.90 -1.43
C -8.15 3.40 1.51
C 4.83 -2.31 -6.83
C 6.12 -0.02 5.24
C -1.57 10.79 -4.12
C -5.07 5.58 -6.18
C 0.34 -6.88 7.75
C 3.99 -0.78 5.43
C 2.70 -2.03 0.06
C 3.18 -8.66 -3.36
C 1.23 0.72 -1.94
C 1.62 -1.72 -1.03
C 6.91 -8.33 4.60
C -3.34 8.87 4.16
C -1.88 -7.39 1.41
C 0.42 0.20 0.04
H 3.26 7.20 -0.61
H 4.90 -9.36 -2.74
H 0.37 11.38 -4.11
H 3.42 -10.05 -2.03
H 1.25 -8.50 -3.84
H 4.68 0.29 3.69
H 2.14 -2.00 0.99
H -2.85 8.13 5.92
H -3.47 10.56 -4.56
H -9.08 2.70 -0.05
H 1.76 -9.93 -3.02
H 0.20 -7.28 9.68
H 5.97 -8.39 2.89
H -3.86 -4.41 5.18
H 4.15 5.91 0.90
H -0.43 -8.77 1.27
H -5.64 -4.30 5.61
H -3.68 6.38 -5.05
H 1.81 8.09 -0.32
H -1.08 3.46 -8.50
H -3.44 9.28 2.21
H -5.43 -1.49 -2.31
H 0.77 -2.40 -1.12
H 0.32 -5.61 9.17
H 3.18 -3.01 0.04
H -4.37 -2.51 -3.09
H -1.83 8.72 2.86
H -5.96 -1.31 4.35
H -5.96 3.97 -5.58
H 7.86 -9.93 5.13
H 6.48 -1.72 6.43
H 0.65 -5.74 6.05
H -2.78 12.25 -4.73
H 0.44 -4.89 7.46
H -1.63 1.65 1.23
H 5.53 -7.16 4.18
H 3.05 -1.04 4.94
H 2.17 -1.71 -1.97
H 3.56 -1.36 0.09
H 2.73 2.47 -8.41
H 6.65 -2.22 4.68
H -6.81 -2.75 5.01
H 3.68 6.31 2.52
H 6.92 0.36 4.59
H -6.31 4.40 -7.27
H -9.19 4.45 0.06
H 0.09 -0.41 0.87
H -7.88 5.36 1.61
H -0.56 2.84 1.28
H 3.15 -2.02 -7.59
H 0.16 4.66 -8.40
H -2.90 -0.34 -5.15
H 3.73 -0.60 6.48
H -1.97 -9.29 0.84
H -4.31 4.66 -4.75
H 7.00 -10.01 3.57
H 4.38 1.30 5.11
H 6.41 -2.76 -5.68
H -0.79 12.39 -4.94
H 0.49 2.91 -1.79
H 5.02 -3.84 -5.70
H 2.33 4.18 -8.48
H -7.10 4.36 2.87
H 1.80 0.47 -2.82
H -1.65 2.74 -0.21
H -1.69 7.84 4.59
H -3.24 -1.95 -4.62
H 3.36 -3.56 -6.61
H 6.34 0.50 6.17
H -3.70 -8.22 0.87
H -3.76 -6.68 1.57
*
```

These are the Löwdin partial charges, in e, on atoms 1 to 2: -0.041, 0.019

=====

Entry 2:
DFT (ωB97M-V/def2-TZVPD) results for a 13-piece molecular cluster, C23H72N12O13 overall in a non-equilibrium geometry.

The calculation puts the strongest force on any atom at 10.90 eV/Å. As for the LUMO energy: -0.1 eV. The calculation puts the HOMO-LUMO gap at 8.60 eV. The calculation puts the energy above the lowest of the compared OMol25 structures with the same formula, charge and spin at 1217.97 kJ/mol. The calculation puts the total energy at -2554.4558 Eh.

```
! wB97M-V def2-TZVPD RIJCOSX def2/J DEFGRID3
* xyz 0 1
O 1.65 2.19 -3.29
O -1.04 -0.70 -3.88
O -0.18 4.46 -1.48
O 2.91 -0.53 0.62
O -0.88 1.28 -0.41
O -1.56 -2.31 1.65
O 0.39 -2.92 -0.12
O -0.13 -0.17 3.55
O 2.89 -2.88 3.77
O 5.17 1.37 -1.70
O -2.94 -3.69 -0.67
O -3.85 1.37 -0.61
O -0.67 2.44 2.74
N 1.35 3.15 -0.26
N -2.41 -4.56 1.89
N -0.85 -4.02 3.11
N 4.61 3.58 -1.02
N -2.19 -1.60 -1.26
N -1.11 1.60 -3.13
N 2.36 -4.28 2.12
N 2.19 4.43 -1.78
N -2.85 0.40 -2.98
N 3.84 2.02 0.21
N 1.41 -2.37 2.15
N -2.40 -3.08 -2.91
C -5.65 0.03 -0.77
C -1.88 2.77 2.66
C 2.31 -3.13 -1.27
C 2.18 -3.16 2.70
C 2.07 0.56 3.98
C 4.63 2.27 -0.85
C -2.72 1.46 2.70
C -1.54 -3.65 2.12
C -2.56 -2.82 -1.61
C 0.50 -4.70 -1.46
C -2.26 3.75 1.54
C 0.12 0.40 0.08
C 2.09 1.22 -5.27
C -5.91 2.47 -0.42
C 4.26 -0.93 0.47
C -5.01 1.30 -0.15
C -1.64 0.47 -3.38
C 0.79 -3.26 -1.22
C 0.72 -0.04 4.47
C 2.45 1.34 -3.77
C 2.46 0.02 -3.07
C 0.10 0.95 5.52
C 1.12 4.00 -1.16
H 3.51 1.03 0.26
H -2.90 -4.48 0.94
H -6.44 -0.35 -0.22
H -2.61 1.05 3.69
H -5.48 3.43 -0.14
H -2.79 -3.95 -3.25
H -1.92 -2.47 -3.58
H 1.22 -1.44 2.61
H -0.45 -4.96 3.22
H -2.32 -1.41 -0.31
H 0.84 0.09 -0.65
H 2.00 2.21 -5.68
H -0.58 0.63 3.25
H -0.53 -4.87 -1.56
H 1.43 -0.49 -2.94
H -0.05 1.90 5.03
H 3.55 2.60 0.97
H 2.79 -0.19 3.73
H 0.28 -2.66 -2.03
H 2.15 5.20 -2.38
H -3.32 1.95 -0.12
H -0.87 0.58 5.89
H -0.16 -3.29 3.21
H 4.97 -0.50 1.21
H 3.00 -4.96 2.48
H -6.80 2.39 0.30
H -2.30 -0.76 -1.91
H 3.40 1.88 -3.57
H -5.03 1.16 0.92
H -0.40 -0.46 0.59
H -4.98 -0.84 -0.87
H 1.05 -2.59 1.14
H -2.40 3.24 0.61
H 2.21 2.69 -0.23
H 2.64 -2.11 -1.64
H 1.89 1.15 3.15
H 0.82 -1.04 4.89
H 2.72 0.38 -2.08
H -0.22 3.32 2.62
H 2.06 2.82 -2.70
H -1.99 -5.51 1.70
H 0.94 -5.06 -2.40
H -6.03 0.21 -1.78
H 2.65 1.17 4.72
H -0.12 1.56 -3.45
H 2.81 0.69 -5.83
H -6.33 2.42 -1.39
H -3.37 1.02 -2.36
H 4.59 -0.60 -0.50
H 0.47 2.64 0.09
H -3.79 1.62 2.54
H -0.49 -2.58 -0.30
H -3.38 -0.31 -3.48
H 0.63 1.19 6.52
H 0.87 -5.32 -0.68
H 2.81 -3.36 -0.41
H 2.64 -3.94 -1.99
H -1.63 2.45 -2.66
H 2.00 -4.57 1.21
H -3.21 4.25 1.82
H -0.70 1.48 -1.31
H 4.34 4.20 -0.28
H 1.13 0.65 -5.36
H 4.35 -2.03 0.40
H 2.48 -1.27 1.06
H -1.46 4.47 1.44
H 3.09 -0.71 -3.46
H 3.12 4.08 -1.56
H -2.48 0.68 1.96
H -2.15 3.29 3.59
H 0.62 0.92 0.84
H 5.26 3.93 -1.76
*
```

These are the Löwdin partial charges, in e, on atoms 1 to 2: -0.034, -0.131

=====

Entry 3:
DFT (ωB97M-V/def2-TZVPD) results for a 13-piece molecular cluster, C23H72O23 overall in a non-equilibrium geometry.

The calculation puts the strongest force on any atom at 3.14 eV/Å. As for the LUMO energy (spin up / spin down): -2.9 / -9.3 eV. The calculation puts the HOMO-LUMO gap (spin up / spin down) at 8.67 / 2.30 eV. The expectation value of S² is 0.76. The calculation puts the total energy at -2649.4305 Eh.

```
! wB97M-V def2-TZVPD RIJCOSX def2/J DEFGRID3
* xyz 1 2
O -33.82 12.26 25.88
O -25.74 11.75 36.20
O -33.27 7.98 29.17
O -32.78 12.42 34.24
O -32.83 15.02 36.88
O -33.41 10.68 28.15
O -30.25 6.93 27.52
O -34.97 9.84 36.17
O -26.07 9.31 35.02
O -30.68 4.27 28.71
O -29.91 13.49 32.79
O -32.69 13.49 31.61
O -27.39 12.65 27.37
O -33.14 9.60 34.02
O -33.04 7.96 31.85
O -25.60 8.20 31.54
O -35.90 7.55 31.61
O -27.99 12.32 34.17
O -30.63 9.59 30.69
O -28.53 10.88 29.43
O -32.76 6.14 26.66
O -28.93 9.99 35.74
O -25.48 10.70 32.65
C -28.37 8.70 35.61
C -35.16 7.16 32.78
C -29.87 6.53 28.81
C -32.32 11.10 27.31
C -30.53 10.16 32.03
C -32.91 8.80 35.16
C -26.87 8.75 36.05
C -29.53 5.01 28.92
C -26.43 10.46 31.64
C -33.44 12.38 31.05
C -28.79 12.28 29.37
C -33.24 13.88 36.20
C -27.25 13.26 34.91
C -33.75 6.79 32.28
C -32.39 13.60 34.92
C -32.69 12.43 26.69
C -33.87 6.95 27.00
C -29.70 14.72 32.12
C -33.65 9.37 36.43
C -26.79 8.97 31.52
C -25.80 12.90 35.32
C -27.64 13.04 28.72
C -34.08 6.98 28.51
H -27.37 8.68 30.64
H -31.41 9.03 30.64
H -30.69 6.83 29.46
H -34.05 11.92 31.83
H -35.16 7.06 28.65
H -24.98 8.58 32.17
H -34.20 12.74 30.35
H -32.78 11.65 30.59
H -35.13 7.95 33.53
H -36.22 6.79 31.11
H -31.85 8.78 35.41
H -28.35 8.41 34.56
H -35.65 6.27 33.17
H -33.19 13.08 36.93
H -33.62 8.68 37.28
H -32.90 10.51 34.23
H -25.31 13.78 35.75
H -31.94 14.93 37.21
H -28.89 15.30 32.56
H -27.83 14.10 28.84
H -26.74 9.21 37.03
H -34.96 10.38 35.37
H -27.21 14.22 34.39
H -33.56 7.96 26.71
H -26.70 12.86 29.24
H -29.50 7.24 27.00
H -30.42 9.36 32.76
H -29.27 10.37 29.78
H -32.29 10.31 26.55
H -33.03 10.21 36.77
H -31.98 6.62 26.97
H -31.37 10.81 32.27
H -26.05 10.98 35.72
H -33.79 6.12 31.43
H -28.51 10.65 35.20
H -34.28 13.89 35.87
H -33.22 6.37 33.14
H -26.67 13.23 27.12
H -26.50 7.75 36.28
H -29.60 10.69 32.24
H -33.26 9.85 28.60
H -27.78 13.37 35.86
H -25.97 10.68 33.47
H -27.31 8.65 32.42
H -29.75 12.52 28.91
H -30.61 15.31 32.18
H -33.54 7.96 30.09
H -34.77 6.67 26.46
H -28.88 4.80 28.07
H -33.02 7.74 34.94
H -33.21 14.24 31.30
H -31.32 13.58 35.12
H -31.35 11.09 27.80
H -29.11 7.29 29.03
H -30.82 13.18 32.69
H -29.43 14.59 31.07
H -28.87 7.98 36.26
H -28.93 4.82 29.80
H -34.43 11.84 26.49
H -32.89 12.70 33.33
H -28.60 12.75 33.57
H -32.76 13.26 27.39
H -25.42 8.64 34.80
H -25.26 12.77 34.38
H -32.52 14.41 34.20
H -27.26 11.16 31.75
H -33.06 8.60 32.57
H -28.87 12.45 30.45
H -31.33 4.86 28.30
H -34.00 5.99 28.96
H -25.91 10.80 30.75
H -31.91 12.63 25.95
*
```

These are the Löwdin partial charges, in e, on atoms 1 to 2: -0.046, -0.048